1.
C30H50BrN3OP2Sn | wB97M-V/def2-TZVPD

Geometry as XYZ:
```
88
Properties=species:S:1:pos:R:3:forces:R:3
C -3.976375 -0.530173 -1.518105 -0.937 -0.171 -0.260
C -3.254116 -1.419741 -0.686046 -0.883 -0.143 1.210
C -3.065651 -2.752187 -1.128090 -0.534 -0.612 -0.068
C -3.761614 -3.177376 -2.258791 0.486 0.051 -0.124
N -4.513511 -2.344467 -2.992492 -0.249 0.079 0.472
C -4.637609 -1.057490 -2.631024 0.594 0.131 -0.024
C -2.875251 -1.043716 0.624620 3.502 1.054 -3.829
C -1.890834 -0.554568 1.310228 -0.672 -0.328 1.624
C -1.836461 -0.456381 2.776670 0.483 0.282 0.012
C -0.682523 -0.059938 3.450128 0.051 -0.036 0.250
C -0.666967 0.093719 4.831172 0.028 0.052 -0.561
C -1.866096 -0.075403 5.521151 0.073 0.160 1.020
C -3.025631 -0.542113 4.891425 0.256 -0.012 -0.514
C -2.987459 -0.744424 3.513656 -0.232 0.050 0.249
Sn 0.178752 0.220988 0.431671 -1.330 0.459 -0.890
P 0.288803 -0.102541 -2.325440 -0.072 0.265 -2.129
H -2.442022 -3.454548 -0.577583 -0.340 0.113 0.115
H -4.057906 0.525484 -1.288103 -0.211 -0.105 0.244
H -3.716407 -4.227189 -2.581379 0.008 0.541 0.040
H -5.288910 -0.424187 -3.243468 0.318 -0.276 0.115
H -3.852308 -1.089656 2.944767 -0.082 0.082 0.474
H 0.247540 0.162341 2.903671 -0.082 -0.020 0.148
H -3.931938 -0.725695 5.458733 0.108 0.055 -0.051
H 0.247299 0.376648 5.348101 -0.285 0.046 -0.019
C 1.920819 0.394575 -3.046862 0.357 0.493 1.070
C 2.354181 -0.194226 -4.386918 -0.118 -0.327 -0.485
H 2.673124 0.140339 -2.281864 -0.050 0.172 -0.203
H 1.909096 1.493116 -3.116912 -0.022 -0.267 0.146
H 3.354345 0.196873 -4.613320 -0.205 -0.077 0.129
H 2.432442 -1.288346 -4.369618 -0.032 0.256 -0.002
H 1.705453 0.104018 -5.220688 0.166 -0.125 0.334
C 0.026638 -1.837646 -2.908618 0.130 -0.551 1.239
C -0.529729 -2.072243 -4.312622 -0.182 0.193 -0.544
H -0.654911 -2.298434 -2.174658 0.195 -0.030 -0.185
H 0.997889 -2.346167 -2.803729 -0.229 0.132 0.045
H -0.577805 -3.156735 -4.479816 0.039 0.232 0.138
H -1.552060 -1.688172 -4.434428 0.313 -0.042 0.046
H 0.105229 -1.661510 -5.109830 -0.222 -0.112 0.351
C -0.970696 0.881950 -3.242948 -0.594 0.355 0.939
C -0.686884 1.290710 -4.687764 0.234 -0.015 -0.506
H -1.156056 1.785906 -2.640137 -0.016 -0.214 -0.163
H -1.897243 0.290882 -3.197235 0.163 0.097 0.072
H -1.532133 1.898833 -5.036082 0.182 -0.115 0.155
H 0.215955 1.906241 -4.795951 -0.234 -0.171 0.085
H -0.616646 0.436521 -5.374574 0.020 0.288 0.304
Br -1.867980 0.409069 7.364128 -0.151 -0.374 -0.753
P 1.876808 -1.792240 1.143136 0.359 0.209 1.010
C 2.695132 -2.607119 -0.262873 -0.717 0.322 -0.871
C 4.027533 -3.254746 0.100210 0.549 -0.167 0.501
H 2.828971 -1.835034 -1.041627 0.102 -0.233 0.222
H 1.998171 -3.349636 -0.685263 0.080 0.215 0.217
H 4.465465 -3.714668 -0.792162 -0.177 0.140 0.067
H 4.747796 -2.518017 0.475296 -0.123 -0.195 -0.090
H 3.913503 -4.050642 0.847480 0.012 0.245 -0.201
C 3.082413 -0.925813 2.207641 0.005 0.606 -0.169
C 3.643590 -1.758334 3.353264 0.121 -0.473 0.339
H 2.563034 -0.033088 2.596844 0.189 -0.269 -0.017
H 3.896270 -0.548330 1.567281 -0.283 -0.109 0.014
H 4.330562 -1.142181 3.944150 -0.140 -0.057 -0.164
H 2.854576 -2.106854 4.030477 0.177 0.044 -0.132
H 4.213736 -2.623949 2.993584 -0.152 0.206 0.105
C 0.836419 -2.966543 2.084890 -0.702 0.466 0.052
C 1.426939 -4.366670 2.222802 0.471 -0.431 -0.112
H -0.131203 -3.007492 1.556832 0.188 -0.054 0.088
H 0.613013 -2.536100 3.074263 0.177 0.090 -0.329
H 0.730175 -4.997505 2.786655 0.048 0.214 -0.117
H 1.579189 -4.839789 1.245809 0.005 0.033 0.229
H 2.375524 -4.366020 2.773981 -0.237 0.014 -0.164
C -0.990328 3.186157 2.926376 -0.033 -0.508 0.413
N -0.578019 4.134852 1.904054 0.531 -0.813 -1.143
C -0.688117 5.542467 2.246287 -0.179 1.140 0.167
C -0.037232 3.625351 0.774186 -0.382 1.674 0.187
O 0.137893 2.345494 0.766475 0.394 -3.634 -0.236
N 0.330869 4.330425 -0.316253 -0.241 -1.087 0.777
C 0.191677 5.765504 -0.480019 -0.145 1.183 -0.039
C 0.840512 3.662399 -1.509648 0.111 -0.037 -0.131
H -1.465078 3.726627 3.749264 0.110 -0.143 -0.272
H -0.130260 2.633712 3.327449 -0.173 0.213 -0.032
H -1.706950 2.459314 2.529210 0.044 0.152 0.070
H 0.282243 6.049191 2.187496 -0.343 -0.147 0.115
H -1.424183 6.058454 1.613033 0.286 -0.166 0.379
H -1.039660 5.602987 3.282894 0.185 0.063 -0.400
H 0.850526 6.324439 0.202115 -0.296 -0.225 -0.390
H 0.504592 5.992307 -1.501344 -0.104 0.097 0.212
H -0.850642 6.099778 -0.364793 0.489 -0.156 -0.130
H 1.011414 2.600020 -1.315653 0.052 0.326 -0.083
H 0.124206 3.778395 -2.339545 0.185 -0.037 0.261
H 1.783086 4.139955 -1.809278 -0.186 -0.222 0.083
```
Positions in Å, forces in eV/Å.

F_max in eV/Å: 5.29
2S+1: 1
Total charge: +4
HOMO level (spin up / spin down) in eV: -18.35 / -18.35
Kohn-Sham gap (spin up / spin down) in eV: 3.66 / 3.66
E in eV: -132847.3072

These are the Löwdin partial charges, in e, on atoms 1 to 2: number 1, C, carries 0.031; number 2, C, carries -0.232


2.
C3H6F2O2 | wB97M-V/def2-TZVPD

Geometry as XYZ:
```
13
Properties=species:S:1:pos:R:3:forces:R:3
C -0.373599 1.563176 0.420584 -3.176 1.696 -2.310
C -0.432981 0.643307 1.538179 2.186 -3.652 2.209
C 0.921971 -1.229199 -0.867175 -2.006 1.048 -2.745
O 0.284860 0.617756 2.567255 -2.312 0.747 -2.905
O -0.504518 -0.921076 -0.752249 2.950 -1.724 -0.877
F 1.253090 -2.086416 0.155425 0.313 2.128 -1.558
F 1.142724 -1.948238 -2.079605 -0.599 -0.103 1.598
H 0.059209 2.508146 0.635404 0.780 0.700 0.190
H -1.507607 1.782318 0.285420 1.329 0.072 0.371
H -0.258114 1.277867 -0.680326 0.586 -0.240 1.956
H -1.103622 -0.264834 1.283873 0.537 1.333 0.989
H 1.342818 -0.214643 -1.335035 0.352 -1.830 3.012
H -0.824231 -1.728163 -1.171750 -0.940 -0.176 0.073
```
Positions in Å, forces in eV/Å.

F_max in eV/Å: 4.80
2S+1: 1
Total charge: 0
Structure (SMILES): OC(F)F.CC=O
Energy above the lowest of the compared OMol25 structures with the same formula, charge and spin in kcal/mol: 59.2
HOMO level in eV: -9.78
Kohn-Sham gap in eV: 10.41
E in eV: -12735.9302

These are the Löwdin partial charges, in e, on atoms 1 to 2: number 1, C, carries -0.088; number 2, C, carries -0.332


3.
C12H38F3InO10 | wB97M-V/def2-TZVPD

Geometry as XYZ:
```
64
Properties=species:S:1:pos:R:3:forces:R:3
In -3.757713 -0.913429 2.362203 0.638 0.481 0.003
C 0.019169 -0.986624 0.254520 -1.208 2.600 1.711
O -0.067237 0.392742 -0.043527 -0.884 -0.447 -1.139
O -1.076635 -1.269583 1.071323 0.993 -1.052 -1.628
C 0.409849 -1.915034 -0.946621 -0.549 -0.269 -2.262
F 1.312596 -2.785773 -0.577018 0.672 -0.406 0.866
F -0.621044 -2.648177 -1.457662 0.037 1.086 0.690
F 0.921385 -1.266078 -2.028723 -0.506 0.266 1.496
C 0.927516 1.330926 0.397897 2.227 -1.974 -0.327
C 0.786275 2.618316 -0.324555 -1.375 -0.091 0.939
H 0.494260 2.389178 -1.349397 0.551 0.340 -0.111
H -0.070857 3.085523 0.160352 0.089 0.808 -0.333
H 1.706012 3.178600 -0.156382 -0.264 0.229 -0.445
H 1.892583 0.927819 0.090893 0.250 -0.330 -0.045
H 1.006451 1.355081 1.484769 -0.561 0.365 0.221
H 0.778831 -1.032428 1.034859 0.936 -0.781 0.178
C 4.454846 0.112663 2.187102 0.940 1.006 -0.248
O 4.282582 1.253145 3.014199 -1.147 -0.069 0.954
H 4.702434 -0.788983 2.747313 0.073 -0.017 -0.069
H 3.574750 -0.071427 1.570936 -0.058 0.165 0.079
H 5.278174 0.506670 1.591293 0.167 -1.360 -0.865
H 4.892831 1.144383 3.747260 -0.039 0.223 0.134
C 1.896981 -2.555290 3.472683 0.735 -0.163 -1.038
O 2.933767 -3.050546 4.314353 -0.668 0.056 -0.137
H 0.871454 -2.823967 3.726049 0.183 0.017 0.731
H 2.032286 -1.483069 3.330763 -0.339 0.363 0.284
H 2.055440 -2.985986 2.484002 -0.209 -0.054 -0.320
H 3.548453 -3.446620 3.692344 0.277 -0.178 0.418
C -2.649715 2.900009 1.126708 -1.327 1.332 0.259
O -2.290297 1.571626 1.336499 -0.342 -1.034 0.561
H -3.070626 3.141654 0.150724 0.504 -0.330 -0.375
H -3.505975 3.112257 1.766926 0.017 -0.191 0.345
H -1.921181 3.657661 1.415329 0.457 -0.269 -0.132
H -1.522210 1.267164 0.847687 0.214 0.140 -0.448
C -0.258830 5.635055 -2.529076 -0.470 1.217 0.272
O -0.458765 6.222201 -3.791666 -0.499 -0.430 -1.199
H 0.012473 4.580254 -2.572596 0.517 0.354 -0.246
H 0.438489 6.366444 -2.120539 0.590 -1.099 1.241
H -1.199434 5.696286 -1.981720 -0.079 -0.180 0.443
H -0.729820 7.116811 -3.573037 -0.062 0.135 -0.493
C -1.961023 -6.138363 -0.718640 -0.453 -0.708 -0.876
O -1.848503 -4.782840 -0.425283 -0.515 1.140 1.023
H -2.991643 -6.474250 -0.833113 -0.463 0.598 0.021
H -1.545701 -6.311841 -1.711357 0.546 -0.625 0.280
H -1.623799 -6.780980 0.094645 0.827 0.077 -0.207
H -1.235648 -4.283295 -0.969775 -0.131 -0.793 -0.066
C 0.212293 -3.440270 -4.753006 -0.252 -2.576 -0.188
O -0.696301 -4.112418 -5.649806 -0.115 0.840 -0.484
H 0.711305 -4.309880 -4.325362 0.542 0.391 0.923
H 1.017644 -2.951438 -5.301223 -0.655 0.668 -0.007
H -0.360666 -2.922138 -3.984004 0.481 0.594 -0.231
H -0.996678 -4.913688 -5.214687 -0.002 0.071 -0.058
C -0.406413 0.849765 4.462814 1.813 0.472 -0.842
O -1.024682 -0.202148 3.769215 -2.024 -0.921 -0.130
H 0.430329 1.153859 3.833920 0.446 0.250 0.290
H -0.989172 1.768466 4.529781 -0.615 -0.486 0.220
H 0.005813 0.517361 5.415525 -0.320 0.114 0.108
H -0.488029 -0.639163 3.103926 0.363 0.444 0.367
C -2.192326 2.338226 -2.523677 -1.132 0.207 -0.990
O -3.224333 2.356406 -3.522137 0.006 -0.293 0.144
H -2.272869 1.392489 -1.987778 0.289 -0.075 -0.037
H -1.248446 2.450873 -3.057071 0.314 -0.014 0.665
H -2.434509 3.149051 -1.836648 0.652 0.125 0.107
H -2.866188 2.746759 -4.322729 -0.079 0.037 0.002
```
Positions in Å, forces in eV/Å.

F_max in eV/Å: 3.34
2S+1: 2
Total charge: +1
HOMO level (spin up / spin down) in eV: -12.12 / -12.12
Kohn-Sham gap (spin up / spin down) in eV: 8.17 / 5.41
E in eV: -46847.0916

These are the Löwdin partial charges, in e, on atoms 1 to 2: number 1, In, carries 1.101; number 2, C, carries -0.260


Look up the F_max of the third one.
3.34 eV/Å